Molecular formula: C6H13NO4
Method: DFT, ωB97M-V with the def2-TZVPD basis set

Cartesian coordinates (Å):
C  1.5236  -1.8815  -0.8683
C  0.8236  -0.4953  -0.9103
C  -1.2631  -0.4761  0.2994
C  -0.9947  0.9180  0.9251
C  0.3548  1.5174  0.4763
C  1.3267  0.3708  0.2330
H  1.2935  -2.5052  -0.0154
H  1.2326  -2.3743  -1.7896
H  2.5803  -1.6916  -0.9482
H  1.1205  -0.0120  -1.8259
H  -1.0453  0.0546  -1.6150
H  -0.8115  -1.1634  1.0047
H  -2.9013  -1.3329  -0.3042
H  -0.9643  0.8259  1.9672
H  -2.8099  1.3014  0.3999
H  0.7121  2.1004  1.3237
H  -0.8171  2.5058  -0.6076
H  2.3613  0.6892  -0.0051
H  2.0415  -0.9462  1.4718
N  -0.6344  -0.6052  -0.9704
O  -2.6530  -0.6297  0.3050
O  -1.9917  1.7992  0.5821
O  0.1360  2.2821  -0.6861
O  1.3801  -0.2511  1.5583

Relative energy (zero: lowest compared OMol25 entry of this formula, charge and spin): 9.6 kcal per mole
Max |F|: 2.05 eV/A
Orbital gap: 9.5 eV
Total charge: 0
LUMO level: 0.69 eV
SMILES string: C[C@H]1N[C@H](O)[C@H](O)[C@H](O)[C@H]1O


Molecular formula: C6H13NOS2
Method: DFT, ωB97M-V with the def2-TZVPD basis set

Cartesian coordinates (Å):
C  -1.3114  1.0852  -1.0669
C  0.1725  0.9520  -0.8036
C  -1.9801  1.1594  0.2284
C  0.3879  -0.3455  -0.0831
C  1.2821  -0.3718  1.0647
C  2.7329  -0.2125  0.5658
N  -2.1287  -0.1696  0.8881
O  3.2598  -1.3801  -0.0004
S  0.1127  -1.7814  -0.9521
S  -3.3001  -1.2361  0.4025
H  -1.5104  2.0526  -1.7464
H  -1.8173  0.2005  -1.6921
H  0.8005  0.9136  -1.7502
H  0.5119  1.9023  -0.3478
H  -1.3432  1.6503  0.9132
H  -2.9778  1.6437  0.0699
H  1.4544  -1.2499  1.5445
H  1.0432  0.4978  1.8413
H  2.6711  0.6155  -0.1421
H  3.2739  -0.0107  1.4586
H  2.6891  -1.9015  -0.6461
H  -1.2067  -1.7699  -0.9189
H  -2.8162  -2.2437  1.1724

Relative energy (zero: lowest compared OMol25 entry of this formula, charge and spin): 136.3 kcal per mole
Max |F|: 4.72 eV/A
Orbital gap (spin up / spin down): 7.1 / 8.4 eV
Total charge: 0
LUMO level (spin up / spin down): -0.34 / 0.08 eV


Molecular formula: C6H13NOSi
Method: DFT, ωB97M-V with the def2-TZVPD basis set

Cartesian coordinates (Å):
C  0.5656  0.0546  -2.8064
C  0.7052  0.5280  -1.5664
C  -0.9583  1.5992  -0.1662
C  1.4004  -2.1311  0.7904
C  -0.4748  -0.2323  2.6606
C  -0.0599  0.0371  -0.4101
N  -2.0801  1.6412  -0.9213
O  -0.6530  2.3373  0.7590
Si  0.9162  -0.3209  1.1985
H  0.9983  0.4103  -3.7402
H  -0.1372  -0.7572  -3.0200
H  1.4417  1.3169  -1.3989
H  2.3832  -2.2207  0.5485
H  1.1893  -2.8308  1.5914
H  0.7464  -2.3718  -0.1751
H  -1.3940  -0.6585  2.1931
H  -0.2972  -0.7898  3.4632
H  -0.6564  0.7426  2.9793
H  -0.9060  -0.7388  -0.7371
H  -2.3258  0.9429  -1.6359
H  -2.3036  2.6069  -1.2877
H  1.9001  0.8347  1.6814

Relative energy (zero: lowest compared OMol25 entry of this formula, charge and spin): 91.1 kcal per mole
Max |F|: 5.37 eV/A
Orbital gap: 9.5 eV
Total charge: 0
LUMO level: 0.78 eV
SMILES string: C=C[C@H](C(N)=O)[SiH](C)C


Molecular formula: C6H13NP2
Method: DFT, ωB97M-V with the def2-TZVPD basis set

Cartesian coordinates (Å):
C  -0.7027  1.7484  0.0441
C  2.6808  1.2255  -0.5901
C  1.9859  -1.4217  -0.0613
C  -1.6241  -0.7215  1.7331
C  -2.8139  -0.3377  -0.8021
C  -0.0161  0.4548  -0.4498
N  -1.2448  2.6122  0.5605
P  1.5817  0.2955  0.4868
P  -1.2847  -1.0936  -0.0750
H  2.5988  2.3522  -0.5969
H  2.5649  1.0622  -1.6311
H  3.6858  1.0600  -0.0565
H  2.9668  -1.6476  0.5039
H  2.2737  -1.5570  -1.1678
H  1.3580  -2.1323  0.2038
H  -1.8683  0.3320  1.7344
H  -0.7318  -0.8366  2.3280
H  -2.4575  -1.2411  2.1245
H  -2.6291  -0.0138  -1.8121
H  -3.0115  0.4777  -0.0846
H  -3.4647  -1.1952  -0.9074
H  0.1527  0.5776  -1.4844

Relative energy (zero: lowest compared OMol25 entry of this formula, charge and spin): 0.0 kcal per mole
Max |F|: 6.68 eV/A
Orbital gap: 10.1 eV
Total charge: 0
LUMO level: 1.02 eV
SMILES string: CP(C)C(C#N)P(C)C